DFT (ωB97M-V with the def2-TZVPD basis set) results for a cluster of 21 separate species, C67H105NO57 in total at a distorted geometry.

Summary:
Molar mass, g mol⁻¹: 1836.5
Relative energy (zero: lowest compared OMol25 entry of this formula, charge and spin), kcal per mole: 111.5

The geometry in XYZ format:
```
230
Properties=species:S:1:pos:R:3:forces:R:3
C -9.0259 -0.9980 -3.9188 0.852 -0.279 -1.344
C -9.4218 0.2946 -3.2918 0.320 -0.491 1.067
O -8.2143 0.6549 -2.5572 -0.757 2.541 0.579
C -7.1797 -0.1300 -2.7952 1.923 -0.084 0.769
O -6.0135 -0.0154 -2.3770 -3.672 -0.063 -1.163
O -7.6413 -1.1081 -3.5457 0.737 -2.661 -0.927
H -9.0223 -0.9610 -5.0081 -0.028 0.109 -0.020
H -9.6742 -1.8382 -3.6703 0.642 -0.231 0.601
H -10.1694 0.0712 -2.5307 -0.200 0.760 -0.175
H -9.7221 0.9940 -4.0721 0.179 0.531 0.670
C -0.3406 0.9939 -7.1385 1.513 1.814 -1.098
C 1.0713 1.7592 -7.0640 -1.324 -1.192 -2.419
O 1.5334 1.5019 -5.8020 -0.335 -0.444 2.099
C 0.7688 0.5288 -5.2324 2.267 -1.968 1.428
O 1.1767 -0.1230 -4.2814 -1.333 1.642 -1.335
O -0.3139 0.2544 -5.9483 -0.685 0.031 0.788
H -0.4027 0.3063 -7.9820 0.138 0.044 0.123
H -1.1045 1.7614 -7.2628 -0.552 -0.447 0.778
H 1.0387 2.8289 -7.2706 -0.102 -0.167 -0.038
H 1.7114 1.2010 -7.7472 0.325 0.602 -0.347
C -3.5073 -4.8630 2.1774 1.793 0.723 0.437
C -4.2212 -5.1036 3.5049 -0.497 -0.549 -0.731
O -5.4103 -5.7279 3.0224 -1.195 0.186 -1.152
C -5.6133 -5.3224 1.7542 -3.696 -2.546 -3.453
O -6.6132 -5.6372 1.0512 3.192 1.645 3.033
O -4.5422 -4.7189 1.2033 -0.444 0.135 1.348
H -2.8226 -5.6416 1.8410 -0.323 -0.281 0.247
H -2.8911 -3.9665 2.2451 -0.249 0.177 -0.250
H -4.5873 -4.1944 3.9819 0.795 -0.011 0.336
H -3.7938 -5.8692 4.1524 0.451 0.630 0.126
C -5.4523 -0.9482 2.2910 0.500 0.306 -0.510
C -4.3295 0.1222 2.1020 -2.753 -0.843 -0.621
O -3.3945 -0.2541 3.1038 0.924 1.784 0.030
C -3.7222 -1.3945 3.6897 1.689 -1.459 0.969
O -3.0837 -1.9572 4.5680 -0.904 1.327 -1.205
O -4.7613 -1.9108 3.0922 -2.023 -1.280 -0.042
H -5.8129 -1.3870 1.3607 0.457 -0.288 0.025
H -6.3551 -0.5741 2.7739 0.276 0.007 0.524
H -4.8851 1.0452 2.2682 1.031 0.521 0.288
H -3.9857 0.0629 1.0694 0.817 0.127 0.436
C -2.1006 0.9156 6.0052 0.004 -0.290 0.641
C -0.6385 0.5595 5.6315 -2.523 -0.835 -0.127
O 0.1142 1.4257 6.4526 0.905 -0.531 -0.714
C -0.6722 2.2911 7.0600 0.807 3.321 3.305
O -0.2316 3.1115 7.8943 -1.540 -2.301 -2.786
O -1.9611 2.1779 6.6962 0.513 0.092 -0.275
H -2.5020 0.2326 6.7539 -0.056 -0.170 -0.195
H -2.7911 0.9640 5.1632 0.226 0.344 0.129
H -0.5739 0.6810 4.5502 1.042 0.201 0.153
H -0.5297 -0.4813 5.9364 0.671 0.091 -0.295
C -6.0475 -3.6453 -1.7770 0.792 0.334 0.545
C -4.7576 -2.8130 -1.6828 -0.769 1.275 -0.276
O -3.7705 -3.7293 -2.1434 1.700 3.436 -0.349
C -4.2158 -4.9244 -2.0544 0.404 -3.534 -0.045
O -3.5873 -5.9377 -2.2309 -0.073 0.637 0.016
O -5.4793 -4.9103 -1.7170 -1.620 -2.426 0.446
H -6.5694 -3.6244 -2.7337 -0.224 0.759 0.125
H -6.6776 -3.5565 -0.8921 -0.279 0.241 -0.303
H -4.5100 -2.4589 -0.6821 -0.026 -0.525 0.313
H -4.8096 -1.8903 -2.2607 0.328 -0.420 -0.463
C 3.9406 -0.2035 -2.7564 1.187 1.613 -0.635
C 4.5344 -0.1736 -4.1572 1.523 -0.040 -0.646
O 4.3425 -1.4896 -4.6482 -1.635 -0.448 -0.094
C 3.6274 -2.1631 -3.7030 1.562 -4.859 -3.403
O 3.4572 -3.3641 -3.7377 -0.202 1.298 -0.357
O 3.2978 -1.4381 -2.7410 -1.772 2.168 4.229
H 3.2696 0.6390 -2.5892 -0.184 -0.386 0.121
H 4.7877 -0.1453 -2.0730 -0.464 -0.278 0.594
H 5.6227 -0.2096 -4.2069 0.185 1.310 0.566
H 4.1556 0.6292 -4.7898 -0.301 -0.349 -0.246
C -1.5600 1.8889 -3.1435 0.068 -0.374 1.654
C -2.9107 1.5598 -2.4902 1.183 -1.036 0.562
O -3.8041 2.2771 -3.2626 -1.390 1.119 -1.061
C -3.2270 2.8327 -4.3385 -3.040 1.891 -2.242
O -3.8802 3.4186 -5.2421 3.064 -2.248 3.214
O -1.8991 2.6934 -4.2493 0.563 0.085 -1.307
H -0.9366 1.0184 -3.3476 -0.190 0.075 -0.619
H -1.0407 2.4800 -2.3891 0.362 0.201 -0.437
H -2.8133 1.8959 -1.4579 -0.854 0.082 -0.031
H -3.2267 0.5166 -2.5040 0.275 -0.015 0.035
C 4.7965 1.1732 1.3543 -0.331 0.720 0.712
C 4.9521 0.6457 2.7581 -0.011 -0.017 0.409
O 5.2253 -0.7648 2.5787 -0.353 -0.194 -0.961
C 4.9232 -1.1161 1.2686 0.481 -1.365 1.242
O 4.9220 -2.2627 0.8445 0.046 2.712 0.719
O 4.6516 -0.0016 0.5877 -0.080 -0.588 -1.581
H 5.6417 1.8046 1.0803 0.026 -0.395 -0.608
H 3.8849 1.7663 1.2825 0.085 0.029 -0.289
H 4.0290 0.7897 3.3194 0.104 -0.365 0.177
H 5.7621 1.1536 3.2815 -0.018 -0.482 0.106
C 1.0538 1.4885 -0.2058 2.208 -0.407 -0.048
C 1.4442 0.0198 0.0463 0.011 0.191 -0.582
O 0.1805 -0.6346 -0.1240 0.352 -1.075 0.780
C -0.8039 0.2414 -0.1174 -1.750 -0.977 -1.480
O -1.9839 -0.0342 -0.2029 1.430 0.412 0.639
O -0.3051 1.4627 -0.2617 -3.051 1.215 0.828
H 1.3289 1.8419 -1.1995 0.921 0.252 0.228
H 1.3987 2.0756 0.6454 0.065 0.503 -0.426
H 1.8194 -0.1334 1.0582 -0.082 -0.194 -0.059
H 2.1219 -0.3742 -0.7111 -0.001 -0.074 0.270
C 2.9808 -2.9123 5.9859 0.954 1.096 -1.761
C 3.5204 -1.5234 6.2559 1.063 -0.216 1.292
O 2.9002 -0.6573 5.3185 0.304 1.207 1.306
C 2.1620 -1.3151 4.4577 -0.036 -0.374 -1.861
O 1.6389 -0.7715 3.4834 0.767 -1.851 2.231
O 2.2408 -2.6538 4.7651 -1.674 0.152 -0.619
H 2.4264 -3.2770 6.8506 -0.384 -0.389 -0.688
H 3.8215 -3.5133 5.6391 -0.387 -0.641 0.569
H 4.6043 -1.4587 6.1605 -0.069 0.107 -0.431
H 3.3383 -1.3305 7.3132 -0.475 1.035 -0.229
C -0.4423 5.1529 -2.1188 1.365 -0.450 1.277
C -0.0990 5.3125 -0.5991 2.140 0.835 -0.872
O -1.2171 4.8924 0.0949 -1.718 0.154 -0.418
C -2.2328 4.8954 -0.8093 -5.302 -3.231 2.239
O -3.4306 4.6417 -0.5245 4.517 1.528 -0.694
O -1.7978 4.8601 -2.0485 -1.003 0.806 -1.111
H 0.0615 4.2509 -2.4661 0.139 0.183 -0.447
H -0.2248 6.0162 -2.7477 -0.140 -0.049 0.115
H 0.0993 6.3424 -0.3021 0.237 0.108 -0.199
H 0.7575 4.6848 -0.3531 0.003 0.060 0.217
C -0.4009 -6.9008 -1.6422 0.697 0.269 0.410
C -0.9742 -6.3167 -0.3953 0.038 0.995 0.225
O -1.9518 -7.2694 -0.0103 -0.547 0.692 1.385
C -1.6012 -8.4611 -0.4727 -1.027 -0.784 -0.099
O -2.1030 -9.5040 -0.1288 0.844 0.899 -0.430
O -0.6671 -8.2848 -1.4082 0.527 -1.216 -1.149
H 0.6789 -6.7781 -1.5574 0.010 0.018 -0.679
H -0.8108 -6.4653 -2.5535 -0.117 -0.609 -0.081
H -1.4347 -5.3371 -0.5239 -0.121 -0.213 -0.006
H -0.1626 -6.2315 0.3273 -0.458 -0.117 0.366
C -0.3272 4.0679 3.6156 -1.578 -2.027 -0.639
C 0.2626 5.3090 4.0748 -0.406 0.612 0.900
O 1.4305 5.4618 3.2534 -0.005 0.438 0.148
C 1.6802 4.2926 2.6294 -0.728 -0.478 -0.075
O 2.5673 4.0801 1.8550 -0.023 0.256 0.358
O 0.7250 3.3800 2.9513 0.730 -0.028 -0.194
H -1.1486 4.2109 2.9135 0.039 -0.123 -0.169
H -0.7029 3.5210 4.4804 0.056 -0.462 -0.297
H 0.4410 5.1401 5.1367 0.978 0.856 -0.011
H -0.5427 6.0319 3.9448 0.895 0.905 -0.047
C 7.0581 -2.4834 -1.6731 0.392 -0.147 0.862
C 6.3014 -3.7732 -1.6147 -1.831 0.739 2.597
O 6.5827 -4.3751 -2.7820 -0.446 -1.991 -3.097
C 7.5993 -3.7958 -3.4073 1.800 -2.739 -3.629
O 8.1063 -4.2051 -4.4712 -1.720 1.619 3.436
O 8.0579 -2.8304 -2.6507 0.807 2.516 0.660
H 7.4618 -2.2453 -0.6890 0.582 0.021 -0.327
H 6.4428 -1.6285 -1.9536 0.144 -0.033 -0.580
H 5.2353 -3.5698 -1.5135 -0.101 -0.199 -0.133
H 6.5668 -4.4425 -0.7963 0.287 0.182 0.225
C 3.4038 7.8759 1.1253 0.373 -0.452 0.681
C 4.3698 6.7649 0.6738 0.340 0.743 0.220
O 5.3042 7.5310 -0.0947 0.589 -1.545 -0.928
C 5.0946 8.8354 -0.0031 2.183 0.846 -1.738
O 5.7761 9.6638 -0.5555 -0.708 -0.649 0.606
O 4.0765 9.0622 0.7596 -1.965 1.534 0.836
H 3.2917 8.0024 2.2021 -0.528 -0.662 -0.112
H 2.4705 7.7571 0.5748 -0.176 0.421 0.283
H 3.8513 6.0383 0.0483 0.375 -0.112 0.093
H 4.9742 6.3041 1.4551 -0.506 -0.239 0.099
C 3.8213 4.8697 -4.2275 -0.129 1.310 1.208
C 2.8557 3.7331 -4.3451 1.157 0.860 -1.924
O 3.0263 3.0624 -3.1191 -0.209 -1.140 1.524
C 4.1970 3.4537 -2.4780 1.611 -1.516 2.685
O 4.7639 2.9754 -1.4415 -3.346 1.649 -4.671
O 4.6815 4.4530 -3.1755 1.630 0.610 0.262
H 3.2389 5.6970 -3.8221 0.379 0.559 -0.119
H 4.4189 5.2112 -5.0727 -0.188 -0.403 -0.002
H 3.1592 3.1769 -5.2320 -0.327 -0.873 0.479
H 1.9063 4.2230 -4.5615 -0.551 -0.920 0.650
C -5.6772 5.0309 -3.1463 -0.286 0.610 1.412
C -6.1825 4.8149 -1.6519 -1.043 0.281 -1.269
C -6.1442 3.3324 -1.2549 0.373 -0.385 0.313
C -6.4984 2.9667 0.1221 -0.202 0.124 1.861
N -6.7643 2.6585 1.2138 0.433 0.361 -1.738
H -4.5961 4.9097 -3.2151 -0.202 -0.488 -0.100
H -5.8429 6.0524 -3.4884 -0.148 0.301 0.423
H -6.2406 4.4582 -3.8830 0.352 -0.560 0.260
H -7.2342 5.0976 -1.6066 -0.323 -0.023 -0.323
H -5.7830 5.5285 -0.9312 0.804 -0.500 -0.107
H -5.1606 2.8960 -1.4285 -0.020 0.103 -0.057
H -6.8487 2.7275 -1.8258 0.063 0.218 -0.515
C 6.1772 2.9344 5.5450 1.119 -0.218 -0.259
O 5.0847 2.0176 5.5530 0.212 0.722 0.615
C 3.8464 2.7347 5.6622 1.083 0.136 0.097
C 3.4551 3.1042 7.0853 -1.680 -0.767 -0.711
O 4.2869 3.9422 7.7759 2.571 0.574 -0.557
C 3.9906 4.0835 9.1342 -1.561 0.607 -0.423
H 6.2687 3.4086 4.5678 -0.361 0.427 -0.127
H 7.1467 2.4488 5.6562 -0.247 -0.912 -0.036
H 6.2521 3.6703 6.3456 -0.963 0.107 0.001
H 3.0763 2.1057 5.2154 -0.138 -0.113 0.288
H 3.9323 3.6249 5.0392 -0.070 0.340 -0.072
H 3.2290 2.1818 7.6202 0.244 -0.292 0.330
H 2.4851 3.5886 6.9731 -0.572 0.120 0.038
H 4.5319 4.9043 9.6046 0.747 -0.506 -0.223
H 4.0351 3.1190 9.6401 0.111 0.144 0.337
H 2.9781 4.4869 9.1165 -0.608 -0.376 0.735
C 2.8471 -4.5795 -0.1472 -0.065 0.155 -0.872
O 1.5083 -4.5884 0.3202 0.544 -0.160 0.829
C 1.3254 -3.6487 1.3858 0.600 -0.523 -0.670
C -0.0677 -3.7236 1.8936 -1.060 0.151 0.943
O -0.5932 -4.9869 2.4106 0.477 1.300 -1.655
C 0.3092 -5.8720 3.0337 -0.183 0.471 -0.231
H 3.0838 -3.6096 -0.5847 0.101 0.348 0.224
H 2.9588 -5.2635 -0.9885 -0.362 -0.279 0.137
H 3.6040 -4.8368 0.5938 -0.166 0.053 0.377
H 1.5272 -2.6664 0.9586 -0.295 0.404 0.166
H 2.0250 -3.7334 2.2173 0.457 -0.618 -0.059
H -0.7027 -3.2828 1.1252 -0.568 -0.866 -0.257
H -0.1893 -3.0033 2.7026 0.391 0.204 0.315
H 0.7944 -5.3427 3.8537 -0.158 -0.416 0.659
H 1.1246 -6.2418 2.4120 -0.079 0.034 -0.521
H -0.3605 -6.7004 3.2647 0.526 -0.120 0.689
C -2.7498 -5.5486 -6.6563 -0.434 0.160 -0.160
O -2.3397 -4.7208 -5.5941 1.901 0.136 -0.439
C -0.9017 -4.6636 -5.6454 0.728 -0.292 1.880
C -0.2533 -3.6901 -4.5856 -2.827 -0.590 -0.889
O -0.6777 -4.0553 -3.2488 0.766 -0.206 -1.537
C -0.6204 -2.9921 -2.3196 0.095 -0.256 -0.851
H -2.2355 -6.5062 -6.7379 -0.058 -0.411 0.818
H -2.4902 -5.1249 -7.6264 -0.368 0.618 -0.255
H -3.8252 -5.6653 -6.5221 0.104 -0.224 -0.352
H -0.4924 -4.4447 -6.6317 -0.342 0.666 -0.341
H -0.4944 -5.6592 -5.4696 -0.170 -0.426 0.308
H -0.7476 -2.7626 -4.8747 0.109 0.666 0.426
H 0.8041 -3.5798 -4.8259 0.304 -0.323 0.720
H -1.0798 -3.3643 -1.4039 0.409 0.168 0.086
H -1.2127 -2.1520 -2.6821 -0.191 0.269 -0.019
H 0.4199 -2.6737 -2.2535 0.084 0.156 0.668
```
Forces are in eV/Å.

Here are the Löwdin charges for atoms 1 to 5, given in e:
1 C -0.10
2 C -0.07
3 O 0.06
4 C -0.54
5 O 0.10

***

DFT (ωB97M-V with the def2-TZVPD basis set) results for a cluster of 6 separate species, C6H24N10O6 in total at a distorted geometry.

Summary:
Molar mass, g mol⁻¹: 332.3
Relative energy (zero: lowest compared OMol25 entry of this formula, charge and spin), kcal per mole: 4.8
SMILES string: NC(N)=O.NC(N)=O.NC(N)=O.NC(N)=O.NC(N)=O.CO

The geometry in XYZ format:
```
46
Properties=species:S:1:pos:R:3:forces:R:3
N -0.5012 0.3964 -0.9105 -0.264 -0.344 0.100
C -0.5335 0.3578 0.4479 -1.155 1.162 0.558
N 0.6659 0.4463 1.0967 -0.635 -0.282 -0.609
O -1.5963 0.3668 1.0986 0.870 -0.664 -0.514
H -1.4126 0.4262 -1.3635 0.424 0.294 0.097
H 0.3001 0.7822 -1.3866 -0.001 -0.226 0.083
H 1.5014 0.5802 0.5638 0.021 -0.318 0.412
H 0.5939 0.4358 2.0924 0.401 0.098 0.213
N 1.2578 -3.9449 0.6958 0.399 -0.121 -0.334
C 0.0420 -4.0857 1.2857 -0.818 -0.023 0.249
N -0.1714 -3.3246 2.4090 0.666 -0.264 -0.294
O -0.8246 -4.8428 0.8639 0.216 0.148 -0.235
H 1.3807 -4.4996 -0.1312 0.075 -0.042 0.040
H 1.9912 -3.3009 0.9784 -0.450 -0.163 0.167
H -1.1250 -3.1310 2.6517 0.103 0.047 0.110
H 0.5915 -2.7403 2.6947 -0.208 0.427 0.233
N 4.3178 -0.6881 0.9461 -0.530 -0.091 0.598
C 3.9225 -1.2717 2.1165 -0.110 -1.374 0.402
N 4.6640 -0.9568 3.2367 -0.227 0.482 -0.652
O 3.0344 -2.1286 2.1628 0.475 0.920 -0.146
H 5.1185 -0.0875 0.9117 0.080 -0.079 -0.287
H 3.8862 -1.0763 0.1264 0.208 0.199 -0.218
H 5.1383 -0.0688 3.2025 0.078 -0.031 0.322
H 4.2269 -1.1979 4.1102 0.000 -0.016 0.015
N -4.1807 3.3754 -1.6698 0.025 -0.082 -0.288
C -3.2278 4.1637 -1.0805 -0.318 0.047 0.650
N -1.9957 3.5707 -0.9948 -0.350 -0.105 -0.499
O -3.4639 5.2691 -0.6065 0.113 -0.169 -0.408
H -3.9989 2.4261 -1.9745 0.144 0.268 0.166
H -5.0857 3.7614 -1.8545 0.031 0.240 0.181
H -1.8896 2.6393 -1.3545 0.242 -0.056 0.188
H -1.2584 4.0451 -0.5160 -0.007 0.018 0.108
N -3.6842 -0.8326 -0.5198 -0.129 0.236 -0.402
C -3.4432 -0.4142 -1.7819 -0.545 -0.475 0.313
N -3.6188 -1.3448 -2.7705 0.120 0.803 -0.361
O -3.1037 0.7476 -2.0588 0.213 -0.573 -0.121
H -4.0368 -1.7598 -0.3763 0.189 -0.085 0.216
H -3.2970 -0.2960 0.2518 0.091 -0.006 -0.051
H -3.3405 -1.0150 -3.6779 -0.150 -0.168 -0.084
H -3.8011 -2.3211 -2.6482 0.094 -0.048 0.280
C 2.9524 2.0099 -0.7210 -0.184 0.786 0.114
O 2.1204 1.3146 -1.6479 1.001 0.100 -0.277
H 2.8245 1.5003 0.2268 0.315 0.393 0.118
H 4.0243 2.0787 -0.9351 -0.083 -0.644 -0.431
H 2.6457 3.0588 -0.6555 -0.250 -0.128 0.306
H 2.3906 1.5767 -2.5347 -0.178 -0.087 -0.029
```
Forces are in eV/Å.

Here are the Löwdin charges for atoms 1 to 5, given in e:
1 N 0.18
2 C -0.63
3 N 0.18
4 O -0.02
5 H 0.05

***

DFT (ωB97M-V with the def2-TZVPD basis set) results for an isolated molecule of C11H11BrN2O3S.

Summary:
Molar mass, g mol⁻¹: 331.2
SMILES string: COc1cc(S(=O)(=O)n2cnc(C)c2)ccc1Br

The geometry in XYZ format:
```
29
Properties=species:S:1:pos:R:3:forces:R:3
C 2.8761 -0.5396 2.7670 -0.120 -0.054 0.252
O 3.3367 -0.3105 1.4536 0.043 0.014 -0.177
C 2.5169 -0.5684 0.4217 -0.135 -0.009 -0.361
C 1.2113 -1.0415 0.5179 0.212 0.018 0.345
C 0.4864 -1.2688 -0.6360 -0.439 -0.225 -0.004
S -1.2011 -1.8201 -0.4628 0.108 0.261 -0.045
O -1.4169 -2.3074 0.8618 0.129 0.366 0.008
O -1.5919 -2.5994 -1.5904 0.089 0.287 -0.217
N -2.0175 -0.3370 -0.5945 -0.048 -0.445 0.114
C -2.5051 0.2503 -1.7260 0.009 -0.258 -0.561
N -2.9392 1.4495 -1.5060 -0.161 0.096 -0.380
C -2.7379 1.6979 -0.1718 0.300 -0.391 0.287
C -3.1283 2.9971 0.4374 0.046 -0.090 0.123
C -2.1615 0.6030 0.4033 -0.007 0.346 0.468
C 0.9980 -1.0409 -1.8953 -0.064 -0.069 -0.087
C 2.2967 -0.5663 -2.0065 -0.056 -0.010 0.193
C 3.0347 -0.3345 -0.8624 0.204 0.064 0.187
Br 4.8034 0.3106 -0.9815 -0.040 -0.009 -0.168
H 2.0152 0.0926 3.0018 0.015 -0.021 -0.009
H 2.6129 -1.5899 2.9186 0.001 0.028 -0.005
H 3.7090 -0.2752 3.4158 -0.105 -0.036 -0.011
H 0.7432 -1.2578 1.4638 0.054 0.008 0.190
H -2.5220 -0.2691 -2.6616 0.011 -0.152 -0.250
H -3.5711 3.6248 -0.3297 -0.031 0.069 -0.002
H -2.2600 3.5029 0.8564 -0.007 0.104 0.027
H -3.8517 2.8437 1.2359 -0.064 0.094 0.049
H -1.8661 0.3775 1.4059 0.045 0.010 0.273
H 0.3940 -1.2463 -2.7629 -0.022 -0.005 -0.184
H 2.7359 -0.3773 -2.9734 0.033 0.009 -0.055
```
Forces are in eV/Å.

Here are the Löwdin charges for atoms 1 to 5, given in e:
1 C -0.06
2 O -0.13
3 C -0.32
4 C 0.01
5 C -0.27

***

no.,total energy (hartree)
1,-6959.2558
2,-1242.2165
3,-3733.1759